(1)
{"formula": "C5H12O2", "method": "wB97M-V/def2-TZVPD", "elements": ["C", "C", "C", "O", "C", "C", "O", "H", "H", "H", "H", "H", "H", "H", "H", "H", "H", "H", "H"], "coordinates": [[2.0797, -0.6396, 0.7097], [1.7146, 0.0287, -0.6173], [0.4017, -0.3977, -1.2084], [-0.5680, 0.7692, 2.3352], [-0.4956, 0.4184, -1.7584], [-2.5218, -0.2299, 0.1417], [-2.8453, 0.7735, 0.7362], [3.1231, -0.4237, 0.9647], [1.4330, -0.2937, 1.5220], [1.9791, -1.7296, 0.6399], [2.4790, -0.2279, -1.3642], [1.7360, 1.1217, -0.5194], [0.2311, -1.4767, -1.2461], [-0.1986, 1.5817, 1.9701], [-1.3658, 0.0376, -2.2874], [-0.3908, 1.5008, -1.7162], [-1.7515, -0.9188, 0.5258], [-2.9922, -0.5029, -0.8192], [-1.4941, 0.8028, 2.0392]], "forces_ev_per_angstrom": [[-0.0150, -0.0401, 0.0448], [0.0326, 0.0556, -0.0578], [-0.0706, 0.1068, -0.1813], [-0.0362, 0.1598, -0.0119], [0.1421, -0.1011, 0.0075], [-0.2289, 0.2415, 0.1453], [0.0500, -0.4719, -0.2376], [-0.1885, -0.0170, 0.0139], [0.1038, -0.0993, -0.1499], [0.0154, 0.1462, -0.0125], [-0.0292, 0.0547, 0.1042], [-0.0139, -0.1509, -0.0167], [0.0350, 0.1451, -0.0496], [0.0220, -0.0933, 0.0990], [0.1412, 0.0491, 0.1088], [0.0747, -0.1482, -0.0572], [-0.1054, 0.0886, 0.0404], [-0.0337, 0.0130, 0.1545], [0.1046, 0.0612, 0.0561]], "nbo_charge": [-0.61, -0.44, -0.15, -0.97, -0.43, 0.29, -0.55, 0.21, 0.24, 0.20, 0.21, 0.20, 0.19, 0.46, 0.20, 0.20, 0.14, 0.12, 0.49], "max_force_ev_per_a": 0.53, "e_homo_ha": -0.3619, "total_energy_ha": -348.12921, "lumo_energy_ev": 0.66}



(2)
{"formula": "C5H12O2", "method": "wB97M-V/def2-TZVPD", "elements": ["C", "C", "C", "O", "C", "C", "O", "H", "H", "H", "H", "H", "H", "H", "H", "H", "H", "H", "H"], "coordinates": [[-1.0522, 2.2746, -0.9437], [-0.5492, 1.3388, 0.1385], [-0.1118, -0.0050, -0.4156], [0.9211, 0.0913, -1.3755], [0.2706, -0.9085, 0.7348], [0.4058, -2.3941, 0.3393], [1.4411, -0.4128, 1.3660], [-0.2794, 2.4261, -1.7029], [-1.9322, 1.8515, -1.4432], [-1.3290, 3.2444, -0.5236], [0.3032, 1.7742, 0.6777], [-1.3263, 1.1533, 0.8934], [-0.9483, -0.4974, -0.9353], [1.6935, 0.4253, -0.8977], [-0.6055, -0.8883, 1.4859], [1.3716, -2.9051, 0.4173], [-0.1897, -2.5860, 1.2100], [-0.0340, -2.7278, -0.6210], [1.9576, -1.1497, 1.7198]], "forces_ev_per_angstrom": [[-0.0529, 0.1308, -0.0905], [0.0107, 0.1411, 0.0035], [-0.3173, -0.0089, 0.1557], [0.2012, 0.1169, 0.1648], [-0.2733, -0.0388, -0.0195], [-0.3641, 0.0665, 0.3566], [0.1886, 0.1111, 0.0215], [-0.1256, 0.0309, 0.0845], [0.1123, 0.0878, 0.0639], [0.0039, -0.0433, -0.1076], [-0.1188, 0.0139, -0.0945], [0.0920, 0.0947, -0.1655], [0.0913, 0.2157, 0.0993], [0.0030, -0.0969, -0.1075], [1.1936, 0.4264, -0.9657], [0.0790, 0.6318, 0.1314], [-0.3860, -2.6347, -0.0646], [-0.0879, 0.5456, 0.6853], [-0.2496, 0.2092, -0.1512]], "nbo_charge": [-0.61, -0.42, 0.08, -0.71, 0.11, -0.67, -0.73, 0.22, 0.20, 0.21, 0.21, 0.20, 0.17, 0.47, 0.14, 0.21, 0.22, 0.23, 0.48], "max_force_ev_per_a": 2.66, "e_homo_ha": -0.3644, "total_energy_ha": -348.15178, "lumo_energy_ev": 0.81}



(3)
{"formula": "C5H12O2", "method": "wB97M-V/def2-TZVPD", "elements": ["C", "C", "C", "O", "C", "C", "O", "H", "H", "H", "H", "H", "H", "H", "H", "H", "H", "H", "H"], "coordinates": [[2.3221, -0.6230, 0.6559], [1.6554, 0.0445, -0.5351], [0.2615, -0.3512, -0.7184], [-0.2601, 0.3892, 2.0674], [-0.8061, 0.4009, -1.2806], [-2.2673, -0.0815, -0.1536], [-2.7079, 0.7909, 0.7763], [3.3961, -0.4379, 0.6212], [1.8712, -0.1880, 1.5511], [2.1394, -1.7080, 0.6453], [2.1140, -0.3530, -1.4639], [1.7558, 1.1327, -0.5548], [0.1180, -1.4353, -0.7082], [-0.6471, 1.5416, 1.7807], [-1.0863, -0.0326, -2.2629], [-0.6009, 1.4802, -1.3750], [-1.9615, -1.0542, 0.2544], [-2.9978, -0.1558, -0.9571], [-2.2986, 0.6406, 1.6573]], "forces_ev_per_angstrom": [[0.0907, 0.0378, 0.1384], [-0.1818, 0.1806, 0.0847], [-0.1700, 0.0858, 0.0339], [-2.1238, 5.0413, -2.2905], [-0.5693, -0.1089, 0.9357], [0.4368, 0.0665, -0.7564], [0.0826, 0.1188, -0.4980], [-0.0215, -0.0869, 0.0947], [0.0455, -0.1657, 0.0239], [0.0946, 0.3045, 0.0392], [-0.0691, 0.1184, 0.0014], [0.0812, -0.1312, 0.1069], [-0.1335, 0.1368, 0.3231], [2.1774, -5.2589, 1.3701], [-0.3196, 0.0489, 0.6882], [-0.3208, -0.4624, 0.2680], [0.1048, 0.4367, -0.2402], [-0.0354, -0.0530, 0.1576], [0.8311, -0.3094, -0.4807]], "nbo_charge": [-0.61, -0.50, 0.30, -1.14, -0.57, 0.10, -0.68, 0.21, 0.29, 0.20, 0.25, 0.23, 0.18, 0.36, 0.25, 0.23, 0.19, 0.18, 0.54], "max_force_ev_per_a": 5.93, "e_homo_ha": [-0.2924, -0.2878], "total_energy_ha": -347.96097, "lumo_energy_ev": [-1.23, -1.27]}



(4)
{"formula": "C5H12O2", "method": "wB97M-V/def2-TZVPD", "elements": ["O", "C", "C", "C", "C", "C", "H", "H", "H", "H", "H", "H", "H", "H", "H", "H", "H", "H", "O"], "coordinates": [[1.8640, -0.2650, -1.1023], [0.8245, -0.1920, -1.7062], [-0.4535, 0.4520, -1.2064], [-0.4939, 0.6155, 0.3269], [-0.4494, -0.7184, 1.0566], [-1.7086, -1.5240, 0.7784], [0.7061, -0.8190, -2.6162], [-0.4861, 1.4424, -1.6644], [-1.2619, -0.2140, -1.4978], [0.2840, 1.2984, 0.6555], [-1.4495, 1.1075, 0.5297], [0.4009, -1.2797, 0.6738], [-0.3285, -0.6226, 2.1332], [-2.5246, -0.8063, 0.6698], [-1.6862, -2.1308, -0.1263], [-1.9286, -2.1916, 1.6061], [2.3620, 1.7270, -0.0308], [3.6367, 2.1177, 0.6919], [2.6927, 2.0030, 0.8286]], "forces_ev_per_angstrom": [[0.1339, 0.6644, -0.0909], [-0.5021, -1.2982, 0.3286], [1.0573, -0.0534, 0.8416], [-0.1266, 0.3115, -0.2934], [0.1822, -0.3985, -0.5785], [-0.4058, 0.1386, 0.1134], [0.0781, 0.4262, -0.2660], [-0.5236, -0.0771, -0.2973], [-0.2468, 0.3406, -0.4909], [0.1627, -0.0501, 0.0850], [0.0316, 0.0676, 0.2107], [0.2809, -0.0084, 0.3172], [0.1042, 0.3321, -0.0087], [-0.3275, -0.2654, 0.0990], [0.1664, 0.0501, -0.0776], [-0.1399, -0.1095, 0.0356], [0.0008, -0.3294, -0.0484], [0.0550, -0.0037, 0.0515], [0.0193, 0.2626, 0.0691]], "nbo_charge": [-0.54, 0.45, -0.52, -0.39, -0.41, -0.61, 0.10, 0.24, 0.22, 0.23, 0.20, 0.21, 0.21, 0.20, 0.20, 0.22, 0.48, 0.47, -0.95], "max_force_ev_per_a": 1.43, "e_homo_ha": -0.3668, "total_energy_ha": -348.16734, "lumo_energy_ev": 0.91}



(5)
{"formula": "C5H12O2", "method": "wB97M-V/def2-TZVPD", "elements": ["C", "C", "C", "C", "C", "H", "H", "H", "H", "H", "H", "H", "H", "H", "H", "O", "H", "H", "O"], "coordinates": [[0.0684, 2.4660, -0.1092], [0.6064, 0.8974, -0.2392], [1.1264, 0.5561, -1.4657], [1.2507, -1.1195, 1.0581], [0.6907, 0.0835, 0.9824], [-0.8170, 2.4220, 0.6170], [-0.4376, 2.6818, -1.1098], [0.9350, 3.1445, 0.0699], [0.9543, 1.3075, -2.1922], [1.6575, -0.3525, -1.7371], [2.2549, -0.9841, 0.5746], [1.1989, -1.9359, 1.6953], [-0.0333, 0.3440, 1.8082], [-1.3144, -2.7477, 2.1976], [-1.6399, -1.8477, 1.0195], [-1.9649, -2.0827, 1.8385], [-1.3463, -0.2092, -1.6681], [-1.6017, -1.5352, -2.1126], [-1.5882, -1.0884, -1.2272]], "forces_ev_per_angstrom": [[-1.5996, -3.0102, -0.9523], [0.7520, 2.4863, 2.4138], [-0.0773, -0.5339, 0.7059], [4.3669, 0.8706, -1.7223], [-4.1885, 2.1171, -0.5414], [1.7415, 0.6362, -0.5765], [0.9428, 0.0185, 1.2503], [-0.9197, -0.5515, 0.2165], [0.1762, 0.3389, -1.0498], [-0.1505, 0.0551, 0.2032], [-0.7801, -1.3285, -0.2517], [-0.8257, -1.1374, 1.3082], [0.7050, 0.1303, -0.8618], [-1.2528, 0.9463, -0.5270], [0.8594, 0.7114, -3.1022], [0.3607, -1.6568, 3.4977], [-0.6901, -1.1164, 1.6180], [-0.3949, -0.5991, 1.3052], [0.9748, 1.6232, -2.9339]], "mulliken_spin": [0.00, 0.12, 0.32, 0.31, 0.15, 0.00, 0.00, 0.01, 0.02, 0.01, 0.01, 0.01, 0.03, 0.00, 0.00, 0.01, -0.01, 0.00, 0.01], "max_force_ev_per_a": 4.77, "s2": 0.793, "multiplicity": 2, "e_homo_ha": [-0.5365, -0.5362], "charge": 1, "total_energy_ha": -347.75577, "lumo_energy_ev": [-5.76, -8.34]}



(6)
{"formula": "C5H12O2S", "method": "wB97M-V/def2-TZVPD", "elements": ["O", "C", "C", "C", "C", "S", "C", "H", "H", "H", "H", "H", "H", "H", "H", "H", "H", "H", "H", "O"], "coordinates": [[-2.1418, -1.3675, 0.8553], [-2.6450, -0.9613, -0.1985], [-1.7355, -0.5911, -1.3394], [-0.1999, -0.4793, -0.8597], [-0.0705, 0.9508, -0.1292], [1.2380, 0.6445, 1.2715], [1.5576, 2.3596, 1.6711], [-3.7224, -1.0695, -0.2100], [-2.1367, 0.1956, -2.0573], [-2.0014, -1.4587, -1.9960], [0.1512, -1.3067, -0.2418], [0.3112, -0.4463, -1.8061], [0.1947, 1.6814, -0.9047], [-1.0016, 1.3179, 0.3299], [2.6916, 2.3224, 1.6407], [1.4461, 3.2676, 0.9749], [1.0131, 2.8398, 2.4452], [3.0782, -3.0214, 0.3248], [1.5183, -2.6074, 0.1697], [2.4549, -2.2703, 0.0595]], "forces_ev_per_angstrom": [[-0.7013, 0.7460, -1.4057], [1.8958, -0.8702, 2.6225], [-0.4631, -0.6565, -0.5371], [-2.7600, 2.0579, -0.5622], [0.7644, -2.2092, 0.3779], [-2.0615, 1.3818, -2.2282], [2.4354, 1.7764, -1.9280], [-0.6469, 0.4658, -0.9119], [0.7504, -0.2273, 1.3855], [0.9326, -0.0036, 0.1964], [-0.5365, 0.2649, -0.1744], [0.8250, -0.0341, -0.0511], [0.5929, -0.0618, 0.5723], [0.2840, -0.5429, -0.0159], [-1.2016, 0.6007, 1.4088], [-0.3096, -2.0165, -0.5428], [0.0855, -0.4814, 1.7804], [-1.6062, 1.4811, -0.5128], [1.8873, 0.2616, -0.0414], [-0.1667, -1.9327, 0.5674]], "nbo_charge": [-0.55, 0.40, -0.52, -0.39, -0.47, 0.20, -0.81, 0.14, 0.23, 0.24, 0.22, 0.21, 0.21, 0.20, 0.24, 0.23, 0.22, 0.48, 0.47, -0.94], "max_force_ev_per_a": 3.58, "e_homo_ha": -0.3068, "total_energy_ha": -746.28489, "lumo_energy_ev": 0.80}